This record from OMol25 describes an isolated molecule of C4H6OS2 at a distorted geometry. The level of theory is wB97M-V/def2-TZVPD.

**Frontier orbital gap**: 10.1 eV
**HOMO**: -9.58 eV
**Energy relative to the best compared isomer or geometry (same formula, charge and spin)**: 3.54 kcal/mol

Cartesian coordinates (Å):
O  -0.24754  3.06276  1.12208
C  -0.13326  1.93482  0.73261
S  -1.14297  0.67705  1.39129
C  -1.23494  -0.44578  -0.08267
C  0.06799  -1.10033  -0.47387
C  1.32497  -0.31863  -0.12262
S  1.01509  1.46104  -0.54360
H  -2.03045  -1.12754  0.20689
H  -1.52879  0.19711  -0.97656
H  0.15482  -2.02012  -0.00605
H  0.07496  -1.32282  -1.51265
H  1.47074  -0.39062  0.93721
H  2.20938  -0.60693  -0.67207

Mulliken population analysis, charges in e, atoms 1 to 8: O -0.49; C 0.45; S -0.10; C -0.58; C -0.57; C -0.70; S -0.11; H 0.37